{"formula": "C43H48ClIrN10O3S3", "method": "ωB97M-V with the def2-TZVPD basis set", "largest_force_ha_per_bohr": 0.05866, "total_charge": 1, "multiplicity": 6, "e_above_lowest_kcal_mol": 18.8, "energy_ha": -4199.38405, "homo_energy_ev": [-9.12, -10.43], "elements": ["Ir", "C", "N", "C", "C", "C", "C", "C", "C", "N", "C", "C", "C", "C", "C", "C", "N", "C", "C", "C", "C", "C", "N", "H", "H", "H", "H", "H", "H", "H", "H", "H", "H", "H", "H", "H", "H", "H", "H", "H", "H", "N", "C", "C", "C", "C", "C", "C", "S", "O", "O", "N", "C", "S", "C", "C", "N", "H", "H", "H", "H", "H", "H", "H", "H", "C", "C", "C", "C", "C", "O", "C", "C", "C", "C", "C", "C", "Cl", "C", "C", "C", "N", "C", "N", "C", "N", "H", "H", "H", "H", "H", "H", "H", "H", "H", "H", "H", "H", "H", "H", "H", "H", "H", "H", "H", "H", "H", "H", "S"], "positions_angstrom": [[-1.83107, -1.66541, 1.53119], [-1.06818, -0.57999, 4.47524], [-1.41731, -1.98467, 4.01793], [-2.70971, -2.38577, 4.59348], [-3.91801, -1.65549, 4.02071], [-4.99530, -1.27340, 4.76627], [-6.04483, -0.66914, 4.13080], [-5.96333, -0.40294, 2.78942], [-4.82018, -0.69450, 2.11591], [-3.82417, -1.32631, 2.73749], [-0.45351, -2.95117, 4.53918], [0.99437, -2.96026, 3.98938], [1.74311, -4.10464, 4.13301], [3.04843, -4.06281, 3.59267], [3.45749, -2.95656, 2.85715], [2.60626, -1.85253, 2.89096], [1.39601, -1.86178, 3.42881], [-0.24289, 0.26571, 3.49857], [0.67290, 1.24605, 3.91855], [1.12756, 2.19040, 3.01646], [0.71871, 2.06363, 1.65282], [-0.12342, 1.03622, 1.31725], [-0.61785, 0.21357, 2.20132], [-0.58568, -0.63760, 5.47824], [-1.97707, -0.00571, 4.52934], [-2.71504, -2.11244, 5.64734], [-2.88999, -3.43486, 4.55779], [-5.12180, -1.53401, 5.82397], [-6.91848, -0.40851, 4.73973], [-6.77356, 0.04495, 2.29139], [-4.70108, -0.55507, 1.05173], [-0.78346, -3.91819, 4.24961], [-0.45827, -2.91917, 5.65687], [1.42122, -5.06882, 4.63844], [3.63911, -4.99651, 3.56410], [4.42548, -2.93741, 2.36519], [2.83989, -0.90767, 2.34222], [0.86113, 1.23915, 4.96563], [1.84574, 2.92078, 3.21747], [1.04230, 2.71058, 0.85198], [-0.34178, 0.84416, 0.25303], [-6.81487, -2.45432, -2.04055], [-6.00536, -3.11997, -1.17409], [-6.31024, -3.08817, 0.23106], [-5.51645, -3.71629, 1.15001], [-4.49785, -4.50065, 0.75537], [-4.15427, -4.52972, -0.59170], [-4.94755, -3.88579, -1.58002], [-3.44057, -5.12197, 1.95211], [-4.05534, -4.87189, 3.20289], [-3.00902, -6.46466, 1.62533], [-2.12387, -4.15448, 1.93917], [-1.02735, -4.42396, 1.32454], [-0.45594, -5.88315, 0.53355], [1.03078, -5.07359, 0.32436], [0.97285, -3.70795, 0.64561], [-0.10779, -3.41338, 1.26051], [-7.70407, -2.21849, -1.62211], [-6.72039, -2.59908, -3.02627], [-7.03203, -2.43236, 0.69964], [-5.68763, -3.58628, 2.22729], [-3.27383, -5.09509, -0.96101], [-4.63472, -3.78793, -2.58329], [1.82256, -5.54503, -0.23632], [1.84998, -3.03065, 0.52576], [0.42111, 2.91593, -2.12750], [1.56278, 3.87985, -2.58660], [1.26124, 5.26979, -1.90693], [1.48238, 4.05558, -4.09720], [2.94961, 3.34487, -2.10376], [2.91489, 3.27744, -0.66552], [4.05586, 4.33722, -2.61273], [5.10298, 4.09759, -3.71612], [4.69869, 4.32261, -5.14538], [4.53557, 3.24969, -6.05850], [4.29617, 3.51074, -7.38407], [4.08477, 4.84543, -7.75715], [3.76829, 5.19973, -9.41872], [4.18354, 5.88456, -6.87770], [4.41570, 5.57281, -5.54128], [3.31016, 1.95970, -2.47206], [2.64152, 0.88943, -1.75724], [2.62459, 0.57811, -0.47831], [1.90224, -0.51569, -0.25612], [1.42504, -0.77022, -1.50639], [1.82917, 0.07545, -2.42108], [-0.49604, 3.36151, -2.47106], [0.35046, 2.70575, -1.09493], [0.46758, 1.91075, -2.60750], [0.17350, 5.38348, -1.94544], [1.74240, 6.14530, -2.39390], [1.57609, 5.31358, -0.83500], [0.40734, 4.23647, -4.35569], [1.67599, 3.11565, -4.59174], [2.15987, 4.85334, -4.45140], [3.60119, 3.76057, -0.16187], [4.63949, 4.41688, -1.69911], [3.63111, 5.37715, -2.77007], [5.48361, 3.09129, -3.69327], [5.81190, 4.89832, -3.44837], [4.75010, 2.23414, -5.75089], [4.26459, 2.70568, -8.11713], [3.88010, 6.92936, -7.19671], [4.43515, 6.40790, -4.80057], [4.39323, 1.86711, -2.23228], [3.13156, 1.70857, -3.52445], [3.30455, 0.99410, 0.24708], [0.75243, -1.52780, -1.81511], [-2.30325, -1.11668, -0.42069]]}